{"formula": "C38H89N14O3P3", "method": "wB97M-V/def2-TZVPD", "elements": ["C", "N", "C", "P", "O", "N", "C", "C", "N", "C", "C", "H", "H", "H", "H", "H", "H", "H", "H", "H", "H", "H", "H", "H", "H", "H", "H", "H", "H", "C", "N", "C", "P", "O", "N", "C", "C", "N", "C", "C", "H", "H", "H", "H", "H", "H", "H", "H", "H", "H", "H", "H", "H", "H", "H", "H", "H", "H", "C", "N", "C", "P", "O", "N", "C", "C", "N", "C", "C", "H", "H", "H", "H", "H", "H", "H", "H", "H", "H", "H", "H", "H", "H", "H", "H", "H", "H", "C", "C", "C", "C", "N", "H", "H", "H", "H", "H", "H", "H", "C", "C", "C", "C", "N", "H", "H", "H", "H", "H", "H", "H", "C", "C", "C", "C", "N", "H", "H", "H", "H", "H", "H", "H", "C", "C", "C", "C", "N", "H", "H", "H", "H", "H", "H", "H", "C", "C", "C", "C", "N", "H", "H", "H", "H", "H", "H", "H"], "xyz": [[-7.9390, 26.7118, -13.8878], [-8.2158, 25.8332, -14.9803], [-8.6395, 24.4464, -14.5547], [-7.6449, 26.1585, -16.5607], [-7.5664, 27.6172, -16.9504], [-6.1626, 25.2562, -16.3378], [-4.9352, 25.9640, -15.8747], [-6.0592, 23.7441, -16.3011], [-8.6248, 25.2708, -17.6436], [-8.0494, 24.8392, -18.8924], [-9.9810, 25.6740, -17.6972], [-7.0167, 26.3809, -13.4103], [-8.6829, 26.6127, -13.0973], [-7.9583, 27.7782, -14.1129], [-8.1864, 23.9701, -13.6853], [-8.6473, 23.6593, -15.3088], [-9.6612, 24.5254, -14.1833], [-4.9881, 26.1937, -14.8105], [-4.0422, 25.3580, -16.0269], [-4.7221, 26.9168, -16.3594], [-6.1171, 23.3611, -15.2823], [-6.9112, 23.2432, -16.7607], [-5.0996, 23.3610, -16.6482], [-8.0078, 25.5816, -19.6894], [-7.0227, 24.4875, -18.7912], [-8.6184, 24.0170, -19.3263], [-10.5726, 25.1600, -16.9396], [-10.5050, 25.5269, -18.6416], [-10.1345, 26.7081, -17.3886], [2.2871, 19.7860, -20.5374], [0.8741, 19.5850, -20.7495], [0.0661, 19.9084, -19.5793], [0.3647, 18.3105, -21.7693], [0.6990, 16.9340, -21.2026], [-1.2857, 18.4686, -22.1298], [-2.0010, 17.3277, -22.7601], [-1.9016, 19.7922, -22.4153], [1.1338, 18.6145, -23.2912], [0.9042, 19.8425, -24.1172], [1.3925, 17.4411, -24.1315], [2.6287, 19.0070, -19.8557], [2.3736, 20.7855, -20.1114], [2.8331, 19.8521, -21.4784], [-0.9891, 19.6596, -19.6927], [0.1352, 20.9795, -19.3897], [0.4881, 19.3666, -18.7328], [-3.0776, 17.4825, -22.6886], [-1.7506, 17.3557, -23.8206], [-1.7127, 16.4106, -22.2463], [-2.9764, 19.6195, -22.3604], [-1.5690, 20.5230, -21.6782], [-1.7192, 20.1742, -23.4198], [1.1692, 20.7316, -23.5450], [1.4841, 19.8038, -25.0394], [-0.1403, 20.0016, -24.3852], [2.0414, 16.7307, -23.6194], [2.0160, 17.8097, -24.9461], [0.3980, 17.0667, -24.3742], [-13.1582, 19.3602, -11.8479], [-14.5458, 19.8242, -11.9596], [-15.4213, 19.1158, -12.9420], [-14.9893, 21.3853, -11.3961], [-14.8078, 22.3691, -12.5192], [-16.6324, 21.1736, -10.9638], [-17.4968, 22.3614, -10.8814], [-17.0431, 20.0706, -10.1149], [-14.1740, 21.7500, -9.8951], [-14.1730, 20.8638, -8.7185], [-13.9550, 23.1378, -9.5139], [-12.6625, 19.4922, -12.8096], [-13.2108, 18.3096, -11.5623], [-12.6356, 19.9206, -11.0727], [-15.9460, 18.3038, -12.4386], [-14.8626, 18.6697, -13.7647], [-16.1688, 19.8321, -13.2830], [-17.0309, 23.0212, -10.1495], [-17.5978, 22.8964, -11.8257], [-18.5038, 22.1635, -10.5142], [-18.0090, 19.7372, -10.4944], [-16.3284, 19.2488, -10.1576], [-17.0701, 20.3413, -9.0594], [-13.2103, 20.9364, -8.2125], [-14.9208, 21.2694, -8.0370], [-14.3635, 19.8662, -9.1141], [-14.8587, 23.7298, -9.3697], [-13.4159, 23.6303, -10.3231], [-13.3790, 23.2485, -8.5952], [-9.2302, 18.7930, -19.1619], [-10.6381, 18.9176, -18.4780], [-11.7995, 19.3296, -19.4382], [-11.8601, 18.5649, -20.6688], [-11.9212, 17.9744, -21.6346], [-8.9565, 19.6884, -19.7200], [-9.1987, 17.8907, -19.7726], [-8.4393, 18.5206, -18.4629], [-10.5927, 19.6285, -17.6530], [-10.8966, 18.0786, -17.8320], [-11.5871, 20.3623, -19.7145], [-12.7249, 19.1784, -18.8825], [-6.8554, 15.3563, -27.5998], [-8.0978, 16.0134, -28.2348], [-9.0083, 16.7279, -27.2284], [-8.4138, 17.5919, -26.1726], [-7.9374, 18.2602, -25.3717], [-6.3686, 15.9525, -26.8280], [-6.1845, 15.0902, -28.4166], [-7.1719, 14.4466, -27.0896], [-8.7250, 15.2868, -28.7512], [-7.8364, 16.6967, -29.0428], [-9.5911, 16.0117, -26.6492], [-9.6581, 17.3356, -27.8583], [-7.6029, 11.0848, -22.4309], [-8.8103, 11.4403, -23.3586], [-9.3965, 12.8441, -23.0066], [-9.8000, 13.0595, -21.6314], [-10.0846, 13.2400, -20.5109], [-7.9241, 10.8402, -21.4184], [-6.9080, 11.9118, -22.2849], [-7.0462, 10.2460, -22.8487], [-9.6388, 10.7339, -23.3076], [-8.5866, 11.2886, -24.4146], [-10.2461, 13.1814, -23.6004], [-8.6615, 13.6257, -23.1989], [-16.6745, 11.4984, -24.3469], [-16.4777, 12.9164, -23.7874], [-17.0405, 14.0254, -24.6534], [-18.4650, 13.8367, -24.8537], [-19.5806, 13.6704, -24.9173], [-16.6561, 11.3805, -25.4304], [-17.6898, 11.1773, -24.1143], [-16.0310, 10.7422, -23.8973], [-15.4106, 12.9757, -23.5731], [-16.7676, 13.1122, -22.7551], [-16.5074, 13.9799, -25.6030], [-16.8108, 14.9854, -24.1912], [-5.1606, 14.3062, -17.0607], [-5.9839, 13.8365, -15.8718], [-7.2579, 14.7161, -15.5133], [-6.8694, 16.0118, -14.9349], [-6.6120, 17.0044, -14.3528], [-4.5471, 15.1757, -16.8251], [-5.7087, 14.6559, -17.9355], [-4.4198, 13.6630, -17.5356], [-5.3453, 13.7903, -14.9896], [-6.3235, 12.8038, -15.9508], [-7.9388, 14.1630, -14.8663], [-7.6531, 14.8592, -16.5190]], "forces_ev_per_angstrom": [[-0.086, -0.018, 0.916], [-1.724, -1.035, -1.300], [-0.895, 0.806, -0.018], [0.978, -0.432, 0.896], [0.438, -2.299, 1.233], [0.704, -0.230, -2.005], [-0.630, -0.143, 0.031], [-0.611, 1.205, 0.908], [2.161, -0.232, 0.868], [0.549, -0.431, -0.833], [-2.030, 0.658, 1.171], [0.462, 0.501, 0.145], [-0.407, -0.217, -0.029], [0.405, -0.198, -0.498], [1.153, 0.634, 0.056], [0.150, 0.608, -0.444], [-0.394, 0.103, -0.271], [-0.017, -0.109, 0.249], [-0.175, -0.285, -0.114], [-0.512, -0.056, -0.356], [0.056, 0.275, 0.476], [0.203, 0.333, -0.582], [-0.069, 0.363, -0.611], [-0.155, 0.562, 0.126], [-0.053, 0.011, 0.337], [-0.175, -0.203, 0.248], [-0.111, -0.498, 0.016], [0.546, -0.085, -0.189], [0.233, 0.396, -0.424], [-0.322, 0.405, -0.131], [-2.133, -0.489, -2.055], [0.373, -0.140, -0.064], [0.910, -1.381, -0.131], [-0.691, 2.326, -1.516], [-0.203, 0.825, 0.893], [0.863, 1.009, 0.366], [0.132, -1.068, 0.202], [0.672, 0.811, 0.753], [-0.335, -0.400, 1.286], [0.203, 0.681, 0.856], [0.665, 0.135, -0.022], [0.262, -0.069, 0.410], [-0.003, -0.562, 0.047], [0.170, -0.205, -0.131], [0.033, 0.095, 0.105], [-0.262, 0.009, 0.382], [0.008, 0.032, 0.255], [-0.080, -0.626, -0.199], [0.038, -0.012, -0.353], [-0.083, 0.344, 0.304], [-0.148, 0.020, -0.129], [0.124, -0.018, 0.005], [0.249, 0.009, 0.023], [0.134, -0.090, 0.235], [-0.016, -0.310, -0.279], [-0.549, -0.251, 0.216], [-0.524, -0.285, -0.478], [0.501, -0.795, -0.849], [-1.053, 0.097, -0.046], [-0.274, 0.814, 1.152], [0.189, 0.765, 1.282], [-0.360, -0.298, -0.891], [-0.263, -0.279, 2.159], [0.481, -0.125, -1.026], [0.829, 0.263, 0.300], [0.308, 0.039, -0.219], [0.239, -0.487, -1.078], [-0.356, 0.661, -1.329], [0.154, 0.634, -1.144], [0.305, -0.149, 0.029], [0.454, -0.148, -0.073], [0.008, -0.020, -0.105], [-0.086, -0.162, 0.037], [0.201, 0.388, -0.034], [0.097, -0.181, -0.309], [-0.277, 0.531, 0.058], [0.265, -0.176, -0.051], [0.114, -0.557, -0.054], [-0.123, -0.236, 0.436], [-0.060, -0.026, -0.347], [-0.424, 0.157, 0.190], [0.138, -0.246, -0.113], [-0.298, -0.669, 0.315], [-0.089, -0.159, 0.733], [-0.377, -0.149, 0.101], [0.099, 0.153, 0.089], [0.165, -0.439, -0.067], [-0.931, -0.941, 0.691], [0.849, 0.144, 0.202], [1.201, -0.270, 1.015], [0.086, 0.576, 1.343], [-0.085, -0.980, -1.600], [-0.031, -0.151, -0.039], [-0.354, 0.305, -0.688], [-0.086, 0.639, 0.489], [0.061, 0.849, -0.423], [0.011, -0.836, -0.825], [-0.569, 0.137, 0.068], [-0.154, 0.505, -0.247], [-0.839, -0.291, -0.474], [0.620, 0.222, 0.592], [-0.151, 0.316, 0.259], [0.229, -0.330, -1.146], [0.022, 0.028, 0.172], [0.073, 0.326, -0.374], [0.300, -0.056, 0.347], [0.085, -0.198, -0.057], [0.036, -0.281, 0.209], [0.321, 0.280, 0.250], [-0.261, -0.126, -0.275], [-0.422, 0.109, 0.509], [-0.713, -0.035, -0.421], [-0.325, 0.140, 0.844], [0.472, 0.323, -0.930], [-0.492, -0.079, 3.066], [0.573, -0.394, -2.483], [-0.206, -0.198, -0.099], [-0.037, 0.182, -0.417], [-0.031, -0.017, 0.129], [0.050, -0.296, 0.807], [0.520, 0.929, -0.085], [-0.131, -0.497, -0.325], [0.333, -0.030, -0.055], [-1.480, -0.253, 0.721], [1.291, -0.764, 0.666], [1.155, -0.197, -0.185], [2.009, 0.586, 0.322], [-2.358, -0.380, -0.286], [0.529, 0.511, -0.086], [-0.169, -0.135, 0.110], [0.205, 0.269, -0.005], [0.423, 0.794, -0.930], [-1.032, -0.757, 0.053], [-0.254, 0.225, -0.242], [-0.313, 0.107, -0.130], [0.446, 1.095, -0.801], [-0.088, -0.276, 1.002], [1.859, -0.434, -1.346], [0.266, 2.459, 1.981], [-0.644, -2.893, -1.931], [-0.117, 0.201, 0.459], [-0.726, -0.112, 0.139], [-0.202, -0.825, 0.657], [0.146, 0.173, 0.060], [-0.196, 0.038, -0.477], [0.028, 0.261, -0.060], [-0.791, 0.322, 0.291]], "smiles": "CN(C)P(=O)(N(C)C)N(C)C.CN(C)P(=O)(N(C)C)N(C)C.CN(C)P(=O)(N(C)C)N(C)C.CCCC#N.CCCC#N.CCCC#N.CCCC#N.CCCC#N", "lumo_ev": 0.1, "energy_ha": -3517.588042, "orbital_gap_ha": 0.290}